{
  "formula": "C21H25N4NaO3S",
  "method": "ωB97M-V with the def2-TZVPD basis set",
  "spin_multiplicity": 1,
  "e_lumo_ev": 4.09,
  "total_charge": -2,
  "homo_energy_ev": -1.559,
  "e_above_lowest_kcal_mol": 0.0,
  "symbols": ["S", "C", "C", "C", "C", "H", "H", "H", "H", "H", "N", "C", "C", "C", "C", "H", "Na", "N", "C", "H", "O", "C", "C", "C", "H", "N", "C", "C", "N", "H", "H", "H", "H", "C", "H", "C", "H", "C", "H", "H", "H", "H", "H", "O", "C", "H", "H", "O", "H", "C", "H", "C", "H", "H", "C"],
  "xyz": [[3.23531, 0.84867, -3.33617], [-2.74366, 4.69632, -1.52727], [1.83804, 0.35339, 2.67546], [2.73990, -0.74147, 2.10001], [-2.30056, 5.33525, -0.35207], [3.03212, -1.44004, 2.90817], [-4.15468, -1.05518, -0.76064], [1.29166, -3.24538, 0.44873], [-1.04798, -3.05803, 0.72318], [-2.58913, 2.98519, -2.80182], [0.92935, 1.86655, 0.86805], [-1.38023, -2.81587, -2.76767], [-0.80191, 3.44846, 0.06147], [-2.07090, -1.48209, -0.87037], [3.21297, -1.78349, -0.01783], [1.74892, 2.49615, 2.69596], [0.95167, 0.31030, -0.96249], [2.18761, -1.47538, 0.97531], [0.21816, 2.92278, 0.95218], [3.97658, -2.46798, 0.40106], [-0.83941, 1.63908, -1.48642], [-1.25125, 2.76993, -1.12808], [-0.97586, -2.46243, 1.63905], [-1.75766, -0.66851, 0.34159], [0.38109, 3.58164, 1.82470], [3.29520, 0.84800, -1.86973], [-2.24541, 3.47710, -1.89909], [1.89643, 1.70424, 1.94344], [-1.24927, -1.05366, 1.43959], [3.66309, -0.25887, 1.76551], [2.37323, -3.35422, 1.86250], [-2.69504, 6.29919, -0.05495], [0.52003, -2.07048, 3.15526], [0.37269, -2.73502, 2.29923], [2.90202, 1.84129, 1.52814], [1.58507, -2.74238, 1.37082], [-0.98286, 5.16828, 1.31504], [-3.37802, -1.57093, -1.32064], [-3.49318, 5.17945, -2.14800], [0.79619, 0.03246, 2.72202], [-1.98637, 0.39608, 0.28070], [-1.75612, -2.82130, 2.32359], [0.31743, -3.75378, 2.70239], [0.22642, -1.92600, -1.25229], [-0.98806, -2.07186, -1.61296], [2.72925, -2.25973, -0.87132], [-0.58590, -3.28341, -3.34003], [4.43935, 1.07715, -4.17843], [-2.93551, -3.48207, -4.06742], [-3.72091, -2.29172, -2.45816], [-4.75056, -2.35021, -2.79025], [-1.34559, 4.69334, 0.40552], [2.18238, 0.53998, 3.70034], [3.67987, -0.87153, -0.38450], [-2.69601, -2.91722, -3.17040]],
  "mulliken_charge": [0.21, -0.31, -0.40, -1.11, -0.66, 0.33, 0.34, 0.51, 0.24, 0.38, 0.32, -0.86, 0.83, 1.22, -1.32, 0.45, 0.50, 0.93, -0.24, 0.37, -0.57, 0.09, -0.37, -0.81, -0.08, -0.40, -0.84, -1.08, -0.38, 0.58, 0.59, 0.35, 0.29, -1.05, 0.23, -1.26, 0.26, -0.60, 0.33, 0.03, 0.39, 0.40, 0.48, -0.49, 0.21, 0.24, 0.38, -0.63, 0.33, -0.69, 0.35, -0.50, 0.36, 0.47, -0.36]
}

---

{
  "formula": "C21H25N4OSbZr",
  "method": "ωB97M-V with the def2-TZVPD basis set",
  "spin_multiplicity": 1,
  "e_lumo_ev": -13.87,
  "total_charge": 4,
  "homo_energy_ev": -21.760,
  "e_above_lowest_kcal_mol": 4.8,
  "symbols": ["C", "H", "H", "N", "H", "H", "C", "H", "C", "H", "C", "H", "Zr", "H", "C", "C", "N", "H", "C", "H", "C", "C", "C", "H", "C", "Sb", "C", "H", "C", "H", "H", "H", "H", "H", "H", "H", "H", "N", "O", "C", "C", "N", "C", "H", "C", "C", "C", "H", "C", "H", "H", "H", "C"],
  "xyz": [[-1.15798, 0.92213, 2.05000], [-1.92089, 1.95832, 3.75969], [3.00629, -4.34231, 1.08029], [3.34520, 0.52663, -2.77654], [-3.79527, -2.41985, -3.08850], [3.02000, -1.80078, 2.01803], [-0.52611, -3.28145, 0.03199], [3.52735, -1.62883, 0.35944], [-3.29629, -0.79416, 2.30688], [-1.02135, -5.36131, -0.00186], [-3.14052, -0.57586, -4.00241], [0.16899, 1.93375, -2.96748], [0.05657, -0.33832, -0.36888], [-2.43779, 1.38967, -4.53541], [1.06001, -5.02232, 0.46411], [2.01585, -4.05769, 0.74759], [-1.50093, -0.32976, -1.80328], [4.65683, 1.41871, -4.14872], [-1.56743, 0.68078, -2.71361], [5.05024, 1.75064, -2.45054], [-0.24251, -4.62293, 0.13985], [-3.14006, 0.26801, 3.20468], [-2.37941, -0.95705, 1.29123], [3.43383, 1.38912, -0.93793], [2.63831, -0.23255, -3.81191], [-2.66558, -2.68124, -0.11825], [1.68607, -2.71962, 0.62999], [1.78025, -0.75585, -3.40503], [-3.13915, -1.56237, -3.00921], [0.99212, 1.16282, 1.99291], [1.30708, -6.07530, 0.53708], [2.31601, 0.44934, -4.60063], [-4.13026, -1.47691, 2.40866], [-0.56233, 1.98802, -1.31814], [0.09184, 2.24398, 0.84178], [-3.77336, -0.68207, -4.87613], [-3.85775, 0.41258, 4.00414], [-1.32882, -0.10408, 1.17380], [1.64836, 0.40134, -1.22646], [2.64786, -1.62857, 1.00603], [-2.31994, -1.40992, -1.91371], [0.44221, -2.34176, 0.22311], [2.84284, 0.78854, -1.62507], [0.12793, 2.56804, 2.55134], [-2.05826, 1.13412, 3.07152], [4.68630, 0.99697, -3.14505], [0.08119, 1.75465, 1.82718], [2.17098, -0.63718, 0.99523], [-0.76266, 1.90982, -2.40018], [3.32317, -0.94963, -4.26216], [5.37854, 0.15390, -3.15902], [-1.31357, 2.80614, -2.68718], [-2.37946, 0.57360, -3.82615]],
  "mulliken_charge": [1.30, 0.52, 0.55, 0.14, 0.47, 0.48, 0.25, 0.35, -0.64, 0.46, -0.39, 0.25, 0.40, 0.55, -0.40, -0.82, 0.07, 0.34, 1.18, 0.34, -0.67, -0.40, 0.19, 0.45, -0.87, 0.93, 1.04, 0.18, -0.65, 0.36, 0.49, 0.38, 0.47, 0.39, 0.37, 0.49, 0.49, 0.24, -0.71, -0.68, 0.13, -0.17, 0.16, 0.51, -1.01, -0.81, -1.46, -0.27, -1.44, 0.41, 0.37, 0.56, -0.86]
}

---

{
  "formula": "C21H25N6OPdSe3Te",
  "method": "ωB97M-V with the def2-TZVPD basis set",
  "spin_multiplicity": 1,
  "e_lumo_ev": -4.10,
  "total_charge": 1,
  "homo_energy_ev": -10.772,
  "e_above_lowest_kcal_mol": 0.0,
  "symbols": ["O", "C", "C", "C", "C", "H", "N", "H", "C", "C", "H", "H", "H", "N", "Se", "H", "C", "H", "N", "N", "H", "C", "C", "H", "Se", "H", "N", "C", "Te", "H", "H", "C", "C", "C", "H", "Se", "H", "C", "C", "H", "C", "H", "H", "N", "C", "Pd", "C", "C", "H", "H", "C", "H", "H", "H", "C", "H", "H", "H"],
  "xyz": [[-2.22458, 0.57426, -1.22879], [-4.47102, 4.86314, -2.31559], [-0.01507, 1.38506, 2.04987], [-2.07138, 1.75932, -0.66724], [1.64747, 0.76965, 3.82739], [-0.91819, 2.03859, 3.85841], [-1.22139, -4.04167, 1.75672], [-5.50417, 3.29546, -3.35326], [-0.43858, -3.15607, 1.09549], [-3.92666, 2.53181, -2.12480], [1.90010, -5.16291, -0.04653], [-2.49070, -0.74453, 0.53500], [-1.87404, 4.40915, -0.18984], [-0.43713, 1.14486, 0.85622], [1.87398, -1.54245, -1.89785], [-5.07956, 5.65086, -2.73973], [1.31336, -4.93041, 0.84179], [-1.61450, -6.01223, 2.22045], [-0.80106, -1.91700, 0.82729], [0.78254, -3.58234, 0.69282], [-0.38773, -6.00644, 0.08714], [0.17187, -5.90732, 1.01911], [-0.73897, -5.37431, 2.10458], [-3.26270, 6.21012, -1.16148], [2.10936, 0.69438, -1.47199], [3.08918, -1.74505, 1.36804], [-1.33738, 2.05175, 0.35696], [3.29583, -0.89100, 3.33924], [-0.89040, -0.59360, -2.29605], [-3.38159, -2.98095, 0.53860], [1.98420, -4.97862, 1.70536], [2.69870, -1.04654, 2.09824], [-4.70876, 3.54130, -2.66283], [2.75212, 0.02717, 4.21870], [-4.10847, 1.49968, -2.38997], [-2.16206, -2.53889, -2.32522], [0.21537, 3.19217, 3.16006], [-3.10276, -2.54812, 1.50102], [-2.67198, 4.17440, -0.87961], [1.22110, 1.50447, 4.49304], [-3.45168, 5.17834, -1.42566], [4.16722, -1.47558, 3.59682], [-3.11329, -4.48242, 2.46027], [1.63302, -0.34728, 1.73267], [-2.10477, -1.43043, 1.28554], [0.46070, -0.51850, -0.13196], [-2.90665, 2.84472, -1.22911], [1.11034, 0.56306, 2.56456], [3.18776, 0.17798, 5.19704], [1.28981, -2.93639, 0.11147], [-2.46923, -3.60828, 2.36978], [-1.38499, 2.97692, 2.42710], [-0.21750, -5.35523, 3.06919], [0.55368, -6.88903, 1.29587], [-0.56531, 2.46826, 2.91876], [-1.97519, -0.86230, 2.21519], [-2.28626, -3.22736, 3.38160], [-4.00380, -2.15612, 1.97271]],
  "mulliken_charge": [-0.50, -0.38, 0.55, 0.80, -0.76, 0.40, 0.21, 0.41, -0.21, -0.38, 0.36, -0.02, 0.40, 1.44, -0.37, 0.40, -0.72, 0.40, 1.18, 0.43, 0.29, -0.65, -0.60, 0.40, -0.14, 0.46, -1.35, -0.94, 0.74, 0.17, 0.29, -0.30, -0.78, -0.52, 0.42, -0.43, 0.39, -0.68, -0.26, 0.47, -0.70, 0.44, 0.44, 0.52, -0.70, -0.18, 0.40, 0.57, 0.44, -0.27, -0.66, 0.42, 0.24, 0.38, -1.79, 0.12, 0.23, 0.45]
}

---

{
  "formula": "C21H25NO5S",
  "method": "ωB97M-V with the def2-TZVPD basis set",
  "spin_multiplicity": 1,
  "e_lumo_ev": -1.08,
  "total_charge": 0,
  "homo_energy_ev": -9.375,
  "e_above_lowest_kcal_mol": 50.6,
  "symbols": ["C", "C", "C", "C", "H", "H", "H", "H", "C", "C", "O", "C", "H", "O", "H", "H", "H", "C", "H", "H", "O", "H", "C", "H", "O", "H", "H", "H", "H", "H", "S", "C", "C", "C", "H", "C", "H", "O", "C", "H", "C", "H", "H", "C", "C", "H", "C", "C", "N", "C", "H", "C", "H"],
  "xyz": [[-4.24063, -0.98121, 3.49374], [1.05373, 0.70097, -1.10403], [-3.32651, 0.90850, 4.94638], [-3.47115, 1.78242, 6.02029], [-0.31695, 1.97595, 3.79161], [2.24496, 2.87645, 0.28847], [5.90472, -0.40263, -5.83911], [0.47706, -0.29574, -4.13806], [-4.03803, -2.59225, 1.23607], [4.97378, -0.87880, -5.46128], [-5.33679, -0.20855, 5.42229], [1.94044, 0.66585, 0.19286], [2.53133, -0.27135, 0.25778], [3.12985, 0.07027, -2.15407], [1.29721, 0.67913, 1.10990], [-0.57466, 3.51323, 5.70322], [3.50305, 1.87424, 1.15542], [-1.20119, 1.92100, 4.41339], [1.37481, -1.16311, -2.12749], [0.11614, 0.16427, -0.84115], [3.21270, -2.12945, -3.51414], [-2.18421, -1.58473, 0.86048], [-2.04864, 0.09620, 2.95571], [0.83825, 1.74582, -1.38564], [4.32149, -0.07113, -4.46516], [4.56274, -0.93751, -7.65104], [-2.60375, 3.40546, 7.11820], [2.40471, -1.77736, -5.84261], [3.42433, 0.01860, -6.63424], [-6.09232, -2.00746, 3.86696], [4.03440, -0.98016, -3.06311], [2.84330, 1.94362, 0.26412], [-2.19555, 0.98749, 4.13227], [-3.03672, -1.67543, 1.52114], [0.45004, 1.31008, -3.41323], [1.71158, -0.12390, -2.28766], [-5.91180, -3.43673, 1.86504], [-1.06122, 0.16196, 2.24816], [-5.23658, -1.91246, 3.21130], [5.25229, -1.88762, -5.10588], [-1.34697, 2.78504, 5.48856], [3.52680, 1.98155, -0.61061], [2.46955, -2.07125, -7.41002], [-4.37794, -0.10389, 4.68181], [-5.13436, -2.71567, 2.08505], [1.89156, 0.82342, -4.32382], [1.12181, 0.44961, -3.62342], [4.00359, -0.93546, -6.69762], [3.05502, -2.06739, -6.57458], [-2.48594, 2.72198, 6.28653], [-4.35310, 1.73231, 6.64552], [-3.13194, -0.87044, 2.65344], [-3.96430, -3.21374, 0.35228]],
  "mulliken_charge": [0.33, -0.81, 0.30, -0.59, 0.52, 0.35, 0.33, 0.24, -0.57, -0.57, -0.68, 0.05, 0.30, -0.16, 0.00, 0.41, 0.34, -0.50, 0.38, 0.20, -0.50, 0.50, 0.37, 0.46, -0.32, 0.43, 0.39, 0.21, 0.22, 0.47, 0.40, -1.29, 0.22, -0.42, 0.41, 0.35, 0.39, -0.62, -0.64, 0.40, -0.54, 0.28, 0.24, 0.54, -0.44, 0.21, -1.12, -0.39, -0.62, -0.47, 0.47, 0.12, 0.41]
}

---

Number 1: gap between HOMO and LUMO 5.65 eV. Number 2: gap between HOMO and LUMO 7.89 eV. Number 3: gap between HOMO and LUMO 6.67 eV. Number 4: gap between HOMO and LUMO 8.30 eV.